# 1
{
  "formula": "C12H19Cl3GeNO11P2RuS",
  "method": "ωB97M-V with the def2-TZVPD basis set",
  "symbols": ["Ru", "C", "C", "O", "P", "O", "O", "O", "P", "O", "O", "O", "H", "H", "H", "H", "H", "H", "H", "Cl", "Ge", "Cl", "Cl", "C", "C", "C", "C", "C", "C", "C", "S", "O", "O", "N", "C", "C", "C", "O", "O", "H", "H", "H", "H", "H", "H", "H", "H", "H", "H", "H", "H"],
  "positions_angstrom": [[0.3375, 1.3466, -1.5274], [2.6242, 3.9071, -0.6125], [2.7986, 3.7728, -2.1143], [3.7978, 4.6341, -2.5455], [3.0522, 1.9988, -2.6183], [2.4039, 1.6976, -4.0039], [4.6110, 1.9255, -2.7444], [2.4892, 1.0043, -1.6283], [1.2032, 4.1717, -3.0376], [0.6410, 5.5117, -2.4527], [1.5129, 4.1686, -4.4777], [0.2569, 3.0451, -2.5183], [3.5764, 3.7080, -0.1179], [1.8772, 3.2142, -0.2241], [2.3311, 4.9278, -0.3719], [4.0385, 4.5240, -3.4715], [2.2501, 2.4326, -4.6399], [5.0484, 1.0674, -2.6273], [0.6280, 6.2643, -3.0649], [-3.3622, 2.4880, -3.4348], [-2.0622, 0.9243, -2.8143], [-3.2669, -0.5844, -1.8693], [-1.5055, 1.8784, -0.3327], [-3.3094, -1.1836, 6.0900], [-2.6164, -1.7914, 4.9403], [-1.3836, -2.4782, 5.1136], [-0.7858, -3.1046, 4.0571], [-1.3885, -3.0089, 2.7858], [-2.6234, -2.3690, 2.5802], [-3.2067, -1.7303, 3.6396], [-0.4926, -3.7601, 1.4194], [0.8701, -3.3278, 1.4843], [-0.8088, -5.1450, 1.4639], [-1.2584, -3.0631, 0.0935], [-0.6790, -3.4477, -1.1997], [0.5952, -2.7032, -1.7137], [0.4697, -1.2076, -1.7960], [0.4504, -0.6053, -2.8850], [0.3294, -0.4984, -0.7129], [-2.9734, -1.5943, 7.0396], [-4.3928, -1.2780, 5.9992], [-3.0962, -0.1035, 6.0993], [-0.9158, -2.5183, 6.0886], [0.1472, -3.6405, 4.1805], [-3.1033, -2.3771, 1.6120], [-4.1364, -1.1945, 3.4964], [-1.2989, -2.0581, 0.2169], [-1.4686, -3.3335, -1.9437], [-0.4421, -4.5096, -1.1392], [0.8162, -3.0565, -2.7176], [1.4206, -2.9406, -1.0425]],
  "mulliken_spin": [2.700, 0.018, 0.006, 0.005, 0.006, 0.001, 0.001, 0.049, 0.002, 0.001, 0.009, 0.173, 0.000, -0.016, 0.002, 0.000, 0.002, 0.000, 0.001, 0.137, 0.429, 0.107, 0.163, 0.023, 0.218, 0.125, 0.025, 0.286, 0.008, 0.171, -0.015, 0.024, 0.056, 0.002, 0.001, -0.005, 0.027, 0.169, 0.010, 0.002, 0.015, 0.057, 0.003, -0.001, 0.002, 0.002, 0.002, -0.003, 0.000, 0.001, 0.001],
  "total_energy_ha": -5983.95096,
  "orbital_gap_ev": [7.4893, 4.8539],
  "spin_multiplicity": 6,
  "relative_energy_ev": 1.6620,
  "charge": 2
}

# 2
{
  "formula": "C14H27BF4O7P2PtSb2",
  "method": "ωB97M-V with the def2-TZVPD basis set",
  "symbols": ["Pt", "C", "C", "O", "P", "O", "O", "O", "P", "O", "O", "O", "H", "H", "H", "H", "H", "H", "H", "C", "Sb", "C", "C", "C", "C", "C", "C", "C", "C", "C", "Sb", "C", "C", "H", "H", "H", "H", "H", "H", "H", "H", "H", "H", "H", "H", "H", "H", "H", "H", "H", "H", "H", "H", "F", "B", "F", "F", "F"],
  "positions_angstrom": [[0.0761, 0.6567, -0.8150], [2.3038, -0.3683, -4.9302], [1.6395, 0.1073, -3.6493], [1.3881, -0.9765, -2.7502], [0.0278, 0.9260, -3.9800], [0.2420, 1.9848, -5.1305], [-0.8102, -0.1921, -4.6658], [-0.5929, 1.5028, -2.7405], [2.7470, 1.2084, -2.6661], [2.6359, 2.5694, -3.5576], [4.1407, 0.7441, -2.5714], [2.0042, 1.4903, -1.3572], [1.6552, -1.0829, -5.4390], [3.2451, -0.8549, -4.6763], [2.5045, 0.4608, -5.6076], [0.6456, -1.5339, -3.0430], [0.9004, 2.6472, -4.8701], [-1.6077, -0.4641, -4.1397], [3.5126, 2.9299, -3.7289], [-2.4746, -2.1022, 1.1699], [-1.8822, -0.2043, 0.4436], [-3.6662, 0.6264, -0.3411], [-1.7399, 0.8863, 2.3202], [-1.2907, 0.2579, 3.6046], [-2.1045, 0.4308, 4.7230], [-1.7135, 0.0204, 5.9871], [-0.4758, -0.5709, 6.1567], [0.3295, -0.7872, 5.0502], [-0.0641, -0.4082, 3.7685], [0.7810, -0.8671, 2.6208], [1.5587, 0.4625, 1.1094], [1.9852, 2.3034, 2.0462], [3.4347, -0.4031, 0.7072], [-3.4593, -1.9326, 1.6042], [-1.7921, -2.4339, 1.9491], [-2.5288, -2.8242, 0.3619], [-4.3524, 0.8679, 0.4694], [-4.1250, -0.0879, -1.0218], [-3.4045, 1.5232, -0.8988], [-2.7238, 1.3320, 2.4723], [-1.0765, 1.7158, 2.0573], [-3.0594, 0.9276, 4.5991], [-2.3691, 0.1755, 6.8336], [-0.1424, -0.8800, 7.1384], [1.2794, -1.2939, 5.1745], [0.2067, -1.5752, 2.0167], [1.6373, -1.4312, 2.9930], [2.7157, 2.1258, 2.8341], [1.0836, 2.7331, 2.4762], [2.3974, 2.9786, 1.3000], [4.0636, -0.2403, 1.5822], [3.8798, 0.0471, -0.1791], [3.2945, -1.4705, 0.5459], [-2.6205, -1.0093, -2.8753], [-2.1795, -2.3741, -2.6828], [-0.8555, -2.2902, -2.1769], [-3.0123, -2.9499, -1.7328], [-2.1922, -3.0329, -3.8880]],
  "lowdin_charge": [0.566, -0.055, -0.596, -0.102, 0.474, -0.076, -0.068, -0.386, 0.352, -0.145, -0.270, -0.530, 0.092, 0.090, 0.085, 0.076, 0.079, 0.079, 0.087, -0.228, 1.328, -0.266, -0.303, -0.265, -0.046, -0.081, -0.082, -0.047, -0.267, -0.300, 1.353, -0.249, -0.239, 0.030, 0.009, 0.005, 0.012, 0.014, 0.016, 0.057, 0.036, 0.111, 0.105, 0.105, 0.111, 0.034, 0.063, 0.020, 0.009, 0.019, 0.021, -0.003, 0.027, 0.046, -1.262, 0.070, 0.123, 0.161],
  "total_energy_ha": -2783.64179,
  "orbital_gap_ev": 8.8072,
  "spin_multiplicity": 1,
  "relative_energy_ev": 0.9315
}

# 3
{
  "formula": "C22H30F6N6O10PS2Tl",
  "method": "ωB97M-V with the def2-TZVPD basis set",
  "symbols": ["Tl", "C", "N", "C", "C", "C", "C", "C", "C", "C", "N", "C", "C", "C", "C", "C", "C", "N", "C", "C", "H", "H", "H", "H", "H", "H", "H", "H", "H", "H", "H", "H", "H", "H", "H", "H", "H", "H", "H", "H", "F", "C", "F", "F", "S", "O", "O", "N", "S", "O", "O", "C", "F", "F", "F", "O", "C", "O", "C", "O", "O", "N", "C", "P", "O", "O", "C", "N", "H", "H", "H", "H", "H", "H", "H", "H", "H", "H"],
  "positions_angstrom": [[-0.5190, 0.0664, 0.4169], [3.3402, 0.0416, 1.4225], [2.9765, 0.6130, 0.1555], [2.9476, 2.0540, 0.1600], [2.7570, -0.0813, -0.9799], [3.0562, 0.5377, -2.2125], [2.8550, -0.0895, -3.4109], [2.2972, -1.3717, -3.4416], [2.0039, -2.0141, -2.2738], [2.2282, -1.4245, -0.9986], [1.7659, -1.9432, 0.1526], [1.2305, -3.1552, 0.2752], [1.5282, -4.2829, -0.5456], [0.6449, -5.3098, -0.6934], [-0.5888, -5.2631, -0.0177], [-0.8146, -4.3056, 0.9317], [0.1446, -3.3108, 1.2305], [0.0043, -2.5337, 2.3168], [-1.2629, -2.3541, 2.9817], [1.1418, -2.0956, 3.0838], [4.2644, 0.5216, 1.7619], [3.5088, -1.0248, 1.3217], [2.5585, 0.2263, 2.1561], [2.5388, 2.3786, 1.1178], [3.9473, 2.4849, 0.0363], [2.2882, 2.4061, -0.6300], [3.4763, 1.5289, -2.2130], [3.1050, 0.4150, -4.3323], [2.0793, -1.8482, -4.3852], [1.4748, -2.9503, -2.3160], [2.4867, -4.3074, -1.0464], [0.8778, -6.1485, -1.3316], [-1.3348, -6.0222, -0.1920], [-1.7228, -4.3402, 1.5085], [-1.2191, -1.4406, 3.5745], [-2.0530, -2.2457, 2.2365], [-1.4925, -3.1924, 3.6470], [1.1244, -2.6124, 4.0505], [1.0903, -1.0240, 3.2650], [2.0648, -2.3418, 2.5701], [0.4615, 4.1189, 5.0947], [0.9830, 3.0660, 4.4780], [1.9729, 3.4934, 3.6898], [1.5278, 2.2708, 5.4057], [-0.2435, 2.0782, 3.4399], [0.6298, 1.0625, 2.9127], [-1.3020, 1.6565, 4.2932], [-0.6580, 3.2066, 2.4173], [-2.0859, 3.1028, 1.7906], [-2.2606, 4.1419, 0.7999], [-2.4855, 1.7951, 1.3768], [-3.3777, 3.6053, 3.0798], [-3.8585, 2.5939, 3.7824], [-4.4036, 4.1369, 2.3979], [-2.9240, 4.5401, 3.9133], [-2.6423, -1.4469, -2.9885], [-1.9332, -1.7458, -1.9434], [-0.7286, -1.5433, -1.8569], [-2.6832, -2.4214, -0.7334], [-3.2673, -3.4643, -0.9647], [-2.5013, -1.8029, 0.3317], [-2.8817, 3.4568, -1.6890], [-1.5959, 3.6019, -2.3858], [-0.9198, 1.8246, -2.4089], [-2.0747, 1.1084, -1.7487], [0.4273, 1.7342, -1.7868], [-0.8485, 1.3915, -4.2188], [-0.7374, -0.0527, -4.3025], [-2.9243, 2.3569, -1.5993], [-3.6794, 3.8688, -2.1661], [-2.7935, 3.8016, -0.7056], [-0.9251, 4.2435, -1.8172], [-1.7351, 4.0042, -3.3868], [0.0010, 1.9263, -4.6684], [-1.7667, 1.7014, -4.7251], [-0.4288, -0.3524, -5.2214], [-2.0718, -0.9205, -3.6331], [-0.0658, -0.3791, -3.6060]],
  "lowdin_charge": [1.108, -0.040, -0.140, -0.039, -0.167, -0.026, -0.060, -0.091, -0.025, -0.202, 0.141, -0.201, -0.032, -0.053, -0.021, 0.005, -0.139, -0.146, -0.037, -0.028, 0.105, 0.084, 0.060, 0.089, 0.103, 0.071, 0.112, 0.112, 0.109, 0.099, 0.123, 0.110, 0.122, 0.122, 0.099, 0.073, 0.107, 0.110, 0.062, 0.084, 0.151, -0.658, 0.125, 0.135, 0.561, -0.407, -0.251, -0.276, 0.592, -0.301, -0.353, -0.651, 0.155, 0.123, 0.144, 0.126, -0.463, -0.036, -0.646, 0.050, -0.110, 0.078, -0.179, 0.451, -0.364, -0.366, -0.285, -0.032, 0.097, 0.155, 0.073, 0.099, 0.093, 0.090, 0.090, 0.100, 0.080, 0.047],
  "total_energy_ha": -3846.72864,
  "orbital_gap_ev": [5.5945, 5.5486],
  "spin_multiplicity": 1
}

# 4
{
  "formula": "C21H21N3O5S",
  "method": "ωB97M-V with the def2-TZVPD basis set",
  "symbols": ["C", "N", "C", "O", "C", "C", "C", "O", "N", "C", "N", "C", "C", "C", "C", "C", "C", "H", "H", "O", "C", "H", "H", "H", "H", "H", "S", "C", "C", "C", "C", "C", "C", "C", "H", "O", "C", "O", "H", "H", "H", "H", "H", "H", "H", "H", "H", "H", "H", "H", "H"],
  "positions_angstrom": [[-5.6178, -0.3428, 2.2690], [-5.0083, 0.6861, 1.4596], [-3.7068, 0.6561, 1.1178], [-2.9295, -0.1910, 1.4934], [-3.3059, 1.7942, 0.1724], [-3.7074, 1.4553, -1.2554], [-3.1763, 0.0807, -1.6213], [-3.9027, -0.7790, -2.0700], [-1.8379, -0.1183, -1.4351], [-0.9281, 0.7837, -0.9150], [0.2893, 0.6102, -1.1735], [1.3593, 1.3609, -0.7305], [2.4572, 0.6815, -0.2103], [3.5867, 1.3657, 0.1960], [3.6501, 2.7492, 0.0629], [2.5600, 3.4288, -0.4816], [1.4269, 2.7484, -0.8674], [0.5963, 3.2856, -1.2992], [2.6264, 4.4999, -0.5900], [4.7157, 3.5232, 0.4203], [5.8468, 2.8934, 0.9686], [6.5574, 3.6922, 1.1760], [5.6060, 2.3735, 1.9017], [6.2953, 2.1856, 0.2636], [4.4121, 0.8079, 0.6095], [2.4014, -0.3911, -0.1096], [-1.5050, 2.0688, 0.1958], [-1.2686, -1.3700, -1.9413], [-0.2978, -2.0138, -0.9904], [-0.5828, -2.1027, 0.3640], [0.2996, -2.6977, 1.2614], [1.4643, -3.2135, 0.7487], [1.7506, -3.1394, -0.6145], [0.8909, -2.5429, -1.5018], [1.1337, -2.4782, -2.5490], [2.9690, -3.7234, -0.8564], [3.4382, -4.1682, 0.3974], [2.4970, -3.8447, 1.3967], [4.4002, -3.6802, 0.6250], [3.5864, -5.2603, 0.3697], [0.0795, -2.7504, 2.3139], [-1.4990, -1.6824, 0.7468], [-0.7677, -1.1631, -2.8913], [-2.1235, -2.0286, -2.1236], [-4.7929, 1.4287, -1.3722], [-3.2998, 2.2003, -1.9442], [-3.7453, 2.7404, 0.4980], [-5.6113, 1.4040, 1.0913], [-4.8273, -1.0194, 2.5881], [-6.3575, -0.8997, 1.6914], [-6.0973, 0.0965, 3.1445]],
  "lowdin_charge": [-0.054, 0.022, -0.529, 0.052, -0.467, -0.104, -0.442, 0.092, 0.010, -0.533, 0.122, -0.295, 0.006, -0.015, -0.280, -0.003, -0.051, 0.096, 0.117, -0.090, -0.096, 0.091, 0.095, 0.094, 0.102, 0.106, 1.076, -0.070, -0.218, -0.023, 0.025, -0.212, -0.211, 0.044, 0.128, 0.031, -0.167, 0.029, 0.137, 0.139, 0.120, 0.092, 0.134, 0.132, 0.126, 0.129, 0.111, 0.141, 0.086, 0.088, 0.085],
  "total_energy_ha": -1751.49881,
  "orbital_gap_ev": 7.9942,
  "spin_multiplicity": 1,
  "relative_energy_ev": 1.8851,
  "smiles": "CNC(=O)[C@@H]1CC(=O)N(Cc2ccc3c(c2)OCO3)/C(=N/c2ccc(OC)cc2)S1"
}

# 5
{
  "formula": "BrFHOP",
  "method": "ωB97M-V with the def2-TZVPD basis set",
  "symbols": ["O", "F", "P", "Br", "H"],
  "positions_angstrom": [[-0.8983, 0.3037, 0.6854], [-0.2992, -1.2623, -1.1440], [0.0735, -0.9012, 0.5039], [2.3603, 1.0093, 0.0841], [-1.2363, 0.8505, -0.1294]],
  "lowdin_charge": [-0.388, -0.382, 0.903, -0.288, 0.155],
  "total_energy_ha": -3091.08921,
  "orbital_gap_ev": [7.5083, 7.5065],
  "spin_multiplicity": 1,
  "relative_energy_ev": 1.6950
}

# 6
{
  "formula": "C5H7Cl2NO",
  "method": "ωB97M-V with the def2-TZVPD basis set",
  "symbols": ["C", "C", "C", "C", "C", "N", "O", "Cl", "Cl", "H", "H", "H", "H", "H", "H", "H"],
  "positions_angstrom": [[-0.1812, 0.3926, 0.0925], [-2.3083, 0.2852, 0.1525], [-1.9052, 1.7797, 0.0057], [2.0259, -1.7388, -0.1169], [2.4635, -0.3391, -0.0609], [-1.0417, -0.4682, 0.3543], [-0.4443, 1.6810, -0.0271], [3.0856, 0.1375, 1.4287], [2.8948, 0.2968, -1.5695], [-2.8915, 0.2184, 1.0643], [-2.7808, -0.1899, -0.8456], [-2.3634, 2.0755, -0.8757], [-2.0771, 2.4328, 0.7444], [2.5626, -2.4745, 0.4619], [1.9928, -2.1725, -1.1103], [0.9682, -1.9167, 0.3018]],
  "lowdin_charge": [-0.222, -0.168, -0.107, -0.260, -1.250, 0.049, -0.023, 0.680, 0.669, 0.097, 0.156, 0.092, 0.079, 0.062, 0.062, 0.084],
  "total_energy_ha": -1244.91172,
  "orbital_gap_ev": [9.0880, 7.2043],
  "spin_multiplicity": 1,
  "relative_energy_ev": 4.0461
}

# 7
{
  "formula": "C5H6ClNO",
  "method": "ωB97M-V with the def2-TZVPD basis set",
  "symbols": ["C", "C", "C", "C", "C", "H", "H", "H", "H", "H", "H", "N", "O", "Cl"],
  "positions_angstrom": [[0.0809, -1.0273, -0.4192], [-1.0911, -0.1578, 0.1231], [0.5622, 0.4076, -0.8288], [0.7146, 1.0187, 0.5702], [-0.3789, 0.6501, 1.2184], [1.0524, -1.3788, 1.1630], [-0.2065, -1.6084, -1.2798], [-2.1030, -0.5310, 0.3234], [-1.2016, 0.2682, -1.8941], [1.3010, 0.6304, -1.5788], [-0.7235, 0.8756, 2.2193], [-0.8826, 0.7542, -1.0632], [0.8207, -1.8746, 0.3691], [2.0553, 1.9733, 1.0774]],
  "lowdin_charge": [-0.313, -0.211, -0.215, -0.675, -0.044, 0.092, 0.144, 0.142, 0.095, 0.135, 0.113, 0.046, 0.015, 0.674],
  "total_energy_ha": -784.22530,
  "orbital_gap_ev": 10.2759,
  "spin_multiplicity": 1,
  "relative_energy_ev": 2.6248
}

# 8
{
  "formula": "C3H6N2",
  "method": "ωB97M-V with the def2-TZVPD basis set",
  "symbols": ["C", "N", "C", "C", "N", "H", "H", "H", "H", "H", "H"],
  "positions_angstrom": [[-1.3392, -0.8812, 0.0594], [0.1709, -0.6731, 0.3641], [0.7835, 0.2669, -0.6004], [0.5072, 1.6574, -0.2234], [0.3345, 2.7606, 0.0747], [-1.7691, 0.1332, 0.1046], [-1.6798, -1.3919, 0.9779], [0.5424, -1.6007, 0.1758], [0.4892, -0.4092, 1.3132], [1.8686, 0.1318, -0.6694], [0.3013, 0.0303, -1.5534]],
  "lowdin_charge": [-0.146, -0.143, -0.177, -0.201, 0.163, -0.022, -0.020, 0.138, 0.156, 0.130, 0.123],
  "total_energy_ha": -227.28718,
  "orbital_gap_ev": 7.4879,
  "spin_multiplicity": 1,
  "relative_energy_ev": 3.7458
}

Computed max |F| (eV/A) in order:
2.083 1.185 1.881 1.236 4.130 4.263 0.660 1.157